Record 1
# C14H16

A 2-piece molecular cluster, C14H16 overall in a non-equilibrium geometry (wB97M-V/def2-TZVPD, the OMol25 dataset).

```
30
Properties=species:S:1:pos:R:3:forces:R:3
C 0.1640 1.3865 3.5399 -0.647 0.274 0.888
C 0.2200 1.9728 2.1677 -0.642 -0.353 -0.813
C 0.6225 3.2574 1.9261 1.509 1.304 -1.096
C 0.6743 3.8111 0.6173 -0.966 -0.209 1.202
C 0.1523 3.1090 -0.4382 -0.377 -0.668 0.211
C -0.3449 1.8024 -0.2058 0.793 1.328 -0.519
C -0.2588 1.2482 1.0446 -0.982 0.457 1.000
H 0.9285 1.8229 4.1847 0.398 -0.483 -0.168
H 0.1504 0.2972 3.5281 0.511 0.023 0.021
H -0.7447 1.6411 4.1162 -0.063 0.125 -0.637
H 1.0546 3.9404 2.6547 -0.308 -0.486 0.513
H 0.9204 4.8639 0.5533 0.278 -0.104 -0.285
H -0.0017 3.5868 -1.3931 0.220 -0.087 -0.224
H -0.7891 1.3120 -1.0538 -0.210 -0.464 0.060
H -0.8728 0.3841 1.2550 0.516 -0.463 -0.031
C -2.1712 -1.7913 -2.1508 0.899 -0.598 0.037
C -0.7279 -2.0224 -1.7097 -1.682 -0.651 0.533
C -0.3843 -1.7248 -0.4066 2.821 -0.954 -0.746
C 1.0019 -1.9814 -0.1068 -1.891 -0.107 0.321
C 1.7458 -2.7855 -0.9271 0.866 0.664 -0.542
C 1.2905 -3.2848 -2.1836 1.080 1.530 1.787
C 0.0955 -2.7675 -2.5824 -1.072 -0.471 -0.297
H -2.5897 -2.6996 -2.5839 0.143 0.022 -0.373
H -2.1609 -0.9925 -2.8924 -0.607 0.135 0.187
H -2.7778 -1.6441 -1.2684 -0.254 0.786 0.029
H -1.0414 -1.4229 0.3877 -0.343 0.457 -0.301
H 1.4179 -1.5958 0.8154 0.091 -0.091 0.023
H 2.8021 -2.8171 -0.6771 -0.032 -0.674 -0.014
H 2.0431 -3.8450 -2.7150 -0.540 -0.300 -0.595
H -0.4187 -3.0609 -3.4958 0.491 0.055 -0.172
```
Forces are in eV/Å.

Properties
- structure (SMILES) = Cc1ccccc1.Cc1ccccc1
- HOMO (Eh) = -0.3292
- maximum force (eV/A) = 3.1
- spin multiplicity = 1

These are the natural (NBO) partial charges, in e, on atoms 1 to 4:
1 C -0.634
2 C -0.030
3 C -0.206
4 C -0.203


Record 2
# C5H8N

C5H8N as an isolated structure in a non-equilibrium geometry (wB97M-V/def2-TZVPD, the OMol25 dataset).

```
14
Properties=species:S:1:pos:R:3:forces:R:3
C -2.3038 -0.5639 -0.2109 0.102 -2.486 0.313
C -1.7523 0.5856 0.1632 0.181 -0.560 -0.682
C -0.9435 -1.1818 -0.4368 -0.347 -3.237 -1.836
C 2.5016 0.5279 0.2439 -4.724 -2.524 -5.904
C 0.8032 0.6165 0.2538 -3.151 1.573 -0.151
N -0.4220 0.0625 -0.0417 6.122 3.088 1.673
H -3.1186 -1.2970 -0.1671 -0.579 1.588 -0.198
H -2.0055 1.5910 0.3538 -0.240 0.856 0.533
H -0.7415 -2.0529 0.2593 0.201 1.003 -0.971
H -0.6988 -1.3885 -1.5414 -0.322 -0.065 1.711
H 2.7583 0.9951 1.0782 1.319 1.820 3.604
H 2.6676 -0.5386 0.1376 0.761 0.074 0.402
H 2.8478 1.0471 -0.7310 -0.735 -0.655 1.709
H 0.4076 1.5970 0.6389 1.413 -0.476 -0.203
```
Forces are in eV/Å.

Properties
- total charge = +1
- HOMO (Eh) = -0.5432
- maximum force (eV/A) = 8.0
- spin multiplicity = 1

These are the natural (NBO) partial charges, in e, on atoms 1 to 4:
1 C -0.119
2 C -0.025
3 C -0.263
4 C -0.560


Record 3
# C33H42AsN3O2RuSSi2

C33H42AsN3O2RuSSi2 as an isolated structure in a non-equilibrium geometry (wB97M-V/def2-TZVPD, the OMol25 dataset).

```
85
Properties=species:S:1:pos:R:3:forces:R:3
Ru 0.0990 0.1419 0.5691 -0.098 0.074 -1.108
C 3.1704 -2.0974 -0.4977 -0.141 -0.336 -0.130
Si 2.3740 -0.6104 0.3152 -0.873 0.355 0.607
C 2.3844 0.7027 -1.0649 0.546 0.252 0.282
C 3.1758 -0.4965 2.0061 0.697 0.227 -0.312
C 4.5630 -0.6144 2.1770 0.028 0.055 0.108
C 5.1286 -0.6048 3.4451 0.016 0.053 -0.152
C 4.3074 -0.4822 4.5601 -0.190 0.014 0.063
C 2.9310 -0.3681 4.3961 0.092 -0.097 0.001
C 2.3452 -0.3790 3.1219 -0.006 0.121 0.459
Si 0.4736 -0.2009 2.8798 0.454 -0.427 -1.064
C -0.0806 1.1140 4.0996 -0.121 0.233 0.021
C -0.3830 -1.8043 3.4136 -0.122 -0.050 0.256
H 4.1842 -1.8132 -0.8058 -0.091 -0.026 0.060
H 2.6195 -2.3960 -1.3930 0.126 0.027 -0.001
H 3.2615 -2.9592 0.1705 0.075 0.105 -0.101
H 3.3877 0.7801 -1.5074 -0.141 -0.008 0.024
H 2.0859 1.6928 -0.7218 -0.007 0.022 -0.049
H 1.6967 0.3694 -1.8449 0.038 -0.031 -0.083
H 5.2138 -0.6977 1.3073 -0.069 -0.037 0.121
H 6.2038 -0.6843 3.5656 -0.067 -0.016 -0.004
H 4.7392 -0.4813 5.5560 -0.035 0.006 -0.080
H 2.3006 -0.2853 5.2803 0.111 -0.001 -0.085
H 0.3944 0.9462 5.0736 -0.063 0.013 -0.118
H -1.1662 1.0951 4.2436 0.153 0.013 0.086
H 0.1892 2.1149 3.7450 0.002 -0.118 0.103
H 0.2285 -2.3503 4.1454 -0.156 0.053 -0.094
H -0.5441 -2.4565 2.5528 -0.065 0.151 0.147
H -1.3590 -1.6002 3.8738 0.137 -0.045 -0.054
C 1.1891 4.8447 4.0341 0.014 -0.008 -0.076
O 1.2340 4.6508 2.6186 -0.150 0.141 0.400
C 2.3606 4.1514 2.0824 0.021 0.069 0.021
C 3.4138 3.6407 2.8319 0.113 -0.062 0.180
C 4.5806 3.2251 2.2162 -0.018 -0.070 -0.104
C 4.7100 3.3026 0.8346 0.123 -0.030 0.086
C 3.6672 3.8174 0.0907 0.021 -0.010 -0.291
C 2.4883 4.2327 0.6937 -0.095 -0.182 -0.263
N 1.5275 4.8869 -0.1320 0.948 -0.356 0.180
C 0.2614 5.1613 0.0386 -0.653 0.245 -0.191
C -0.7256 4.5194 0.7755 -0.382 -0.162 0.203
C -1.8711 5.3131 1.0845 0.253 0.172 -0.233
C -2.9022 4.8338 1.8131 -0.409 -0.122 0.346
C -2.8400 3.4954 2.2777 -0.004 0.137 -0.044
C -1.7963 2.6826 1.9511 0.030 0.120 0.050
C -0.7016 3.1285 1.1540 -0.173 0.159 -0.133
O 0.1905 2.3308 0.6954 0.165 -0.757 0.386
H 0.2231 5.2923 4.2408 -0.058 0.020 -0.029
H 1.9836 5.5168 4.3610 0.033 0.018 -0.046
H 1.2686 3.9003 4.5716 -0.016 -0.052 -0.025
H 3.3383 3.5956 3.9116 -0.019 -0.023 -0.130
H 5.3961 2.8594 2.8262 -0.027 -0.066 -0.041
H 5.6236 2.9820 0.3470 -0.094 0.063 0.036
H 3.7682 3.9282 -0.9867 -0.017 -0.088 0.098
H 1.9357 5.3157 -0.9461 0.245 0.287 0.056
H -0.0537 6.0416 -0.5182 -0.052 -0.105 -0.092
H -1.8870 6.3474 0.7529 0.033 -0.089 -0.051
H -3.7529 5.4638 2.0450 0.074 -0.092 0.025
H -3.6445 3.1043 2.8937 0.048 0.029 -0.076
H -1.7687 1.6596 2.2751 -0.030 -0.120 0.051
C 0.6723 -5.0040 -1.5561 -0.002 -0.069 0.036
As -0.1178 -3.8464 -0.2406 0.107 -0.384 -0.145
C -1.8440 -4.6299 0.0767 -0.013 -0.023 0.080
C 0.9142 -4.1614 1.3541 0.019 -0.031 0.073
S -0.2554 -1.9006 -1.0641 0.080 0.661 0.920
H 0.5871 -6.0359 -1.2175 0.003 -0.011 0.003
H 1.7199 -4.7453 -1.6825 0.044 0.054 -0.002
H 0.1499 -4.8826 -2.4993 -0.046 0.036 -0.082
H -1.7054 -5.6795 0.3379 -0.014 0.025 0.014
H -2.4267 -4.5535 -0.8366 -0.049 0.016 -0.059
H -2.3690 -4.1221 0.8830 0.025 0.036 0.017
H 1.3662 -5.1477 1.2485 0.032 0.028 -0.035
H 0.2591 -4.1573 2.2208 0.073 -0.053 -0.049
H 1.6865 -3.4054 1.4696 -0.067 0.015 0.048
N -5.3785 -3.2363 1.1100 -0.001 0.023 -0.005
C -4.8768 -2.2639 0.7607 0.173 0.239 -0.079
C -4.1748 -1.0804 0.3186 -0.055 -0.306 0.234
C -4.7435 -0.1529 -0.5377 -0.259 0.109 -0.195
C -3.9744 0.9218 -0.9423 -0.161 0.120 -0.180
C -2.6707 1.0258 -0.4960 -0.135 -0.017 0.007
N -2.1280 0.1468 0.3460 -0.252 -0.165 0.116
C -2.8724 -0.8813 0.7496 0.136 0.047 0.080
H -5.7646 -0.2799 -0.8769 0.069 0.038 -0.005
H -4.3750 1.6780 -1.6053 0.018 -0.081 0.019
H -2.0373 1.8415 -0.8138 0.047 0.078 -0.020
H -2.4172 -1.5708 1.4460 0.080 -0.030 0.013
```
Forces are in eV/Å.

Properties
- <S²> = 0.7591
- total charge = +1
- HOMO (spin up / spin down) (Eh) = -0.3616 / -0.3683
- maximum force (eV/A) = 1.2
- spin multiplicity = 2

These are the Mulliken partial charges, in e, on atoms 1 to 4:
1 Ru -0.639
2 C -1.325
3 Si 1.096
4 C -0.832


Record 4
# C5H11ClOS

One molecule with the formula C5H11ClOS in a non-equilibrium geometry (wB97M-V/def2-TZVPD, the OMol25 dataset).

```
19
Properties=species:S:1:pos:R:3:forces:R:3
C 0.3222 0.4749 1.6842 -0.488 0.196 -0.079
C 0.0361 -0.4531 0.4648 0.165 0.059 0.816
C 1.2844 -1.2776 0.0069 -1.293 -0.406 -0.260
S 2.5809 -0.3621 -0.8793 -0.111 -0.070 -0.125
C -0.5422 0.3414 -0.7124 -0.448 -0.133 -1.288
O -0.0262 1.6544 -0.9506 1.173 -0.564 0.262
C -2.0075 0.6405 -0.5519 -0.715 0.017 -0.611
Cl -2.9121 -0.8922 -0.5578 -0.474 -0.186 -0.167
H 0.5355 -0.1286 2.5716 -0.046 0.014 -0.113
H 1.1852 1.1366 1.5332 -0.226 -0.103 -0.123
H -0.5687 1.1244 1.9309 0.938 -0.682 -0.348
H -0.7646 -1.1716 0.8341 1.031 0.633 -0.746
H 0.9747 -2.1580 -0.6020 0.075 0.858 0.106
H 1.7666 -1.7444 0.8310 0.372 -0.142 1.026
H 2.2912 -0.8918 -2.0736 0.091 0.206 -0.087
H -0.4936 -0.3188 -1.6261 0.382 0.677 0.534
H 0.9563 1.6236 -0.9559 -0.793 -0.157 -0.063
H -2.4198 1.3132 -1.3388 0.545 -0.699 0.446
H -2.1983 1.0891 0.3918 -0.177 0.481 0.819
```
Forces are in eV/Å.

Properties
- structure (SMILES) = C[C@H](CS)[C@H](O)CCl
- HOMO (Eh) = -0.3511
- maximum force (eV/A) = 1.4
- spin multiplicity = 1

These are the natural (NBO) partial charges, in e, on atoms 1 to 4:
1 C -0.618
2 C -0.267
3 C -0.518
4 S -0.057


Results for ΔE to the lowest compared entry with this formula, charge and spin: 119.5, 421.3, 155.6, 0.0 (in kJ/mol, following the order of the records).